{"formula": "C8H9B2F14N4NiO4S2", "method": "wB97M-V/def2-TZVPD", "elements": ["Ni", "B", "F", "F", "F", "F", "B", "F", "F", "F", "F", "C", "F", "F", "F", "S", "O", "O", "N", "S", "O", "O", "C", "F", "F", "F", "C", "C", "N", "H", "H", "H", "C", "C", "N", "H", "H", "H", "C", "C", "N", "H", "H", "H"], "xyz": [[11.637937, 23.047348, -19.074338], [11.741973, 25.110387, -21.546512], [11.433986, 23.995566, -20.795876], [11.799103, 24.683266, -22.872050], [10.786201, 26.032596, -21.512020], [13.002730, 25.580686, -21.187075], [14.385616, 24.795132, -18.284453], [15.199151, 24.576486, -19.390882], [14.330862, 26.155428, -18.109463], [13.123559, 24.323207, -18.656793], [14.939978, 24.070273, -17.228080], [11.022505, 19.723173, -21.304522], [10.770611, 20.781904, -22.040715], [10.393580, 18.692014, -21.851145], [12.327715, 19.443141, -21.250542], [10.270208, 20.087905, -19.545640], [8.996227, 19.405876, -19.381343], [11.261618, 19.702567, -18.596721], [10.115455, 21.837522, -19.459726], [8.583600, 22.072134, -19.939808], [8.281064, 23.488786, -20.143919], [8.141185, 21.259743, -21.072533], [7.634251, 21.545413, -18.272726], [7.220982, 22.695613, -17.718699], [6.603611, 20.781024, -18.657916], [8.452817, 20.957410, -17.445551], [12.841884, 22.271069, -14.384420], [12.392261, 22.428112, -15.767441], [11.996366, 22.479291, -16.867094], [12.038406, 22.038622, -13.688311], [13.283187, 23.205355, -14.031557], [13.697980, 21.601644, -14.306778], [8.769525, 26.415614, -17.289280], [9.782306, 25.428384, -17.646905], [10.560628, 24.661899, -17.945874], [9.278101, 27.129811, -16.641211], [7.750015, 26.141089, -17.036428], [8.748776, 26.976301, -18.228746], [15.338818, 20.084619, -20.126788], [14.281284, 21.040297, -19.743182], [13.414933, 21.740519, -19.436957], [15.111436, 19.738176, -21.133462], [15.269763, 19.290020, -19.386260], [16.218705, 20.727640, -20.115273]], "forces_ev_per_a": [[1.10, 0.71, 1.29], [2.48, 0.90, -2.51], [-0.82, -2.17, 1.60], [0.25, -0.78, -0.93], [-1.90, 1.84, 1.14], [-0.18, 0.12, 0.39], [2.12, 0.45, -1.45], [0.65, -0.52, -0.55], [-0.41, 0.50, 1.08], [-1.49, -0.38, 0.38], [-0.57, -0.03, 0.81], [-1.19, 0.41, 0.41], [0.72, 0.19, -0.24], [0.07, -0.33, 0.26], [-0.43, 0.27, 0.09], [-0.33, 0.24, 1.30], [1.39, 0.62, -1.06], [0.97, 0.13, -0.09], [-0.82, -3.65, -1.03], [-2.30, 2.30, -1.75], [0.85, -1.48, 1.30], [0.76, 0.33, 1.77], [0.46, 1.16, -2.89], [-0.40, -0.58, 0.12], [0.34, 0.38, 1.04], [-0.31, -0.39, 0.86], [0.69, 0.85, 0.15], [-1.17, -0.26, -2.72], [1.07, -0.20, 2.75], [-0.04, -0.33, -0.28], [-0.23, 0.28, -0.23], [-0.39, -0.47, -0.19], [1.38, 1.17, -1.35], [-1.65, 0.12, 0.87], [0.69, -1.22, -0.89], [-0.49, -0.15, 0.56], [0.41, -0.52, 0.26], [-0.55, 0.17, -0.09], [-1.12, 1.41, 0.28], [-1.56, 0.73, 0.28], [0.70, -0.90, -0.72], [0.15, -0.11, 0.07], [0.60, -0.09, -0.15], [0.49, -0.71, 0.07]], "nbo_charge": [1.578, 1.336, -0.583, -0.578, -0.548, -0.554, 1.347, -0.573, -0.553, -0.581, -0.574, 0.790, -0.284, -0.306, -0.315, 2.129, -0.901, -0.930, -1.248, 2.137, -0.909, -0.907, 0.784, -0.324, -0.308, -0.299, -0.728, 0.395, -0.399, 0.253, 0.266, 0.262, -0.735, 0.414, -0.419, 0.256, 0.266, 0.278, -0.716, 0.424, -0.436, 0.261, 0.258, 0.270], "s2": 2.003, "de_lowest_kj_mol": 0.0, "total_charge": -1, "multiplicity": 3, "e_homo_ev": [-7.89, -7.89]}